Record 1
{
  "formula": "C17H30N4O2",
  "method": "ωB97M-V/def2-TZVPD",
  "lumo_energy_ha": 0.0244,
  "homo_lumo_gap_ev": 9.285,
  "e_above_lowest_kcal_mol": 13.5,
  "total_energy_ev": -28172.668,
  "charge": 0,
  "smiles": "CO[C@H](CNC(=O)N(C)Cc1cn2c(n1)CCCC2)C(C)(C)C",
  "homo_ev": -8.621,
  "species": ["C", "O", "C", "C", "N", "C", "O", "N", "C", "C", "C", "C", "N", "C", "N", "C", "C", "C", "C", "C", "C", "C", "C", "H", "H", "H", "H", "H", "H", "H", "H", "H", "H", "H", "H", "H", "H", "H", "H", "H", "H", "H", "H", "H", "H", "H", "H", "H", "H", "H", "H", "H", "H"],
  "xyz": [[0.5340, -2.6073, 0.2948], [0.4716, -1.5543, -0.6441], [0.4781, -0.2479, -0.0573], [-0.8775, 0.3899, -0.3412], [-1.9604, -0.3916, 0.2169], [-2.1547, -0.3822, 1.5758], [-1.5269, 0.3770, 2.3044], [-3.0687, -1.2850, 2.0541], [-3.1948, -1.4710, 3.4851], [-3.8985, -2.1088, 1.1948], [-3.1996, -3.3115, 0.6470], [-2.9777, -3.6393, -0.6573], [-2.2251, -4.7899, -0.6276], [-2.0341, -5.1102, 0.6760], [-2.6089, -4.2408, 1.4749], [-1.2289, -6.2967, 1.0754], [-1.0891, -7.2821, -0.0823], [-0.6982, -6.5452, -1.3571], [-1.7878, -5.5751, -1.7737], [1.6927, 0.5494, -0.5643], [2.9592, -0.2167, -0.1819], [1.7261, 1.9205, 0.1118], [1.6518, 0.7161, -2.0828], [0.5481, -3.5391, -0.2716], [1.4455, -2.5515, 0.9011], [-0.3350, -2.6150, 0.9620], [0.5692, -0.3423, 1.0311], [-0.9234, 1.3949, 0.0725], [-1.0353, 0.4522, -1.4186], [-2.2578, -1.1932, -0.3098], [-2.4951, -0.8083, 3.9828], [-4.2087, -1.2277, 3.8174], [-2.9727, -2.5064, 3.7520], [-4.7484, -2.4274, 1.8006], [-4.3096, -1.5127, 0.3747], [-3.2694, -3.1758, -1.5852], [-0.2378, -5.9552, 1.3915], [-1.6936, -6.7608, 1.9447], [-0.3432, -8.0399, 0.1591], [-2.0371, -7.8067, -0.2398], [0.2376, -6.0012, -1.1947], [-0.5233, -7.2466, -2.1743], [-2.6445, -6.1201, -2.1810], [-1.4284, -4.8900, -2.5430], [2.9835, -1.1971, -0.6591], [3.8466, 0.3368, -0.4974], [3.0200, -0.3586, 0.9006], [0.9055, 2.5601, -0.2147], [1.6671, 1.8273, 1.1989], [2.6590, 2.4328, -0.1338], [0.8129, 1.3380, -2.4011], [2.5675, 1.2002, -2.4298], [1.5695, -0.2526, -2.5777]],
  "atomic_forces_ev_per_a": [[-0.0071, 0.0034, 0.0023], [-0.0223, 0.0393, -0.0258], [0.0183, -0.0278, 0.0492], [0.0950, 0.0045, -0.0707], [-0.2957, 0.1861, -0.0588], [0.1728, -0.2256, 0.0535], [-0.0157, 0.0739, 0.0178], [-0.0338, 0.1392, -0.0358], [-0.0476, -0.0404, 0.0633], [-0.1377, 0.0049, 0.0721], [0.1233, -0.0774, 0.0864], [0.0549, -0.0335, -0.0219], [0.0221, -0.0740, -0.1792], [-0.1479, 0.1613, 0.0401], [-0.0124, 0.0948, -0.0670], [0.0753, -0.0971, 0.0813], [0.0003, -0.0680, 0.0265], [0.0988, -0.0576, -0.0381], [-0.0511, 0.0963, -0.0655], [-0.0274, -0.0396, -0.0026], [0.0583, -0.0368, 0.0249], [-0.0047, 0.0466, 0.0416], [-0.0116, 0.0044, -0.0570], [-0.0044, -0.0148, -0.0054], [-0.0186, 0.0012, -0.0039], [0.0140, 0.0030, -0.0013], [0.0110, -0.0004, -0.0171], [-0.0054, -0.0213, 0.0302], [-0.0017, -0.0039, -0.0043], [0.1342, -0.1011, 0.0303], [0.0123, 0.0164, -0.0015], [0.0175, -0.0079, -0.0020], [-0.0120, 0.0136, -0.0127], [-0.0173, -0.0189, -0.0116], [0.0426, 0.0032, 0.0165], [-0.0205, 0.0137, 0.0008], [-0.0016, -0.0092, 0.0048], [0.0078, 0.0120, 0.0161], [-0.0114, 0.0030, 0.0184], [0.0062, 0.0176, -0.0094], [-0.0200, -0.0001, 0.0156], [0.0033, 0.0164, -0.0021], [0.0069, 0.0086, 0.0158], [-0.0165, -0.0092, -0.0003], [-0.0086, -0.0011, -0.0030], [-0.0094, -0.0033, 0.0010], [-0.0013, 0.0142, -0.0084], [-0.0043, 0.0025, -0.0084], [-0.0028, -0.0066, -0.0105], [-0.0028, -0.0035, 0.0010], [0.0007, 0.0030, 0.0057], [-0.0029, -0.0012, -0.0002], [0.0010, -0.0028, 0.0094]]
}

=====

Record 2
{
  "formula": "C17H30NO10",
  "method": "ωB97M-V/def2-TZVPD",
  "lumo_energy_ha": -0.1555,
  "homo_lumo_gap_ev": 8.130,
  "e_above_lowest_kcal_mol": 0.0,
  "total_energy_ev": -40071.729,
  "charge": 1,
  "homo_ev": -12.361,
  "species": ["C", "C", "N", "C", "C", "C", "O", "H", "H", "H", "H", "H", "H", "H", "H", "H", "H", "H", "H", "C", "C", "C", "O", "C", "O", "O", "H", "H", "H", "H", "H", "H", "C", "C", "C", "O", "C", "O", "O", "H", "H", "H", "H", "H", "H", "C", "C", "C", "O", "C", "O", "O", "H", "H", "H", "H", "H", "H"],
  "xyz": [[2.1389, 1.5554, -2.4480], [1.5290, 2.7739, -2.5824], [0.0681, 2.9766, -2.6159], [-0.6832, 2.1067, -3.5822], [-1.9435, 1.5104, -2.9811], [-2.9526, 2.5666, -2.5115], [-2.4853, 0.7438, -4.0271], [2.1486, 0.7919, -3.2254], [2.6145, 1.2923, -1.4940], [2.1370, 3.6698, -2.6487], [-0.2739, 2.8982, -1.6578], [-0.0977, 3.9487, -2.8867], [-0.0617, 1.2769, -3.9125], [-0.9311, 2.6689, -4.4791], [-1.6657, 0.8329, -2.1612], [-2.8533, 2.7475, -1.4384], [-2.8885, 3.5056, -3.0635], [-3.9678, 2.2060, -2.6432], [-3.3956, 0.4913, -3.8078], [-8.1044, -1.3679, -1.6617], [-6.6782, -0.8940, -1.5110], [-6.1786, -0.0061, -2.6234], [-4.7566, -0.2373, -2.5624], [-4.5781, -1.5007, -2.0667], [-3.5379, -2.0695, -2.0586], [-5.7429, -1.9912, -1.5952], [-8.7990, -0.6131, -1.2952], [-8.3463, -1.5742, -2.7051], [-8.2617, -2.2900, -1.1046], [-6.5409, -0.4213, -0.5345], [-6.4112, 1.0463, -2.4751], [-6.5316, -0.3194, -3.6076], [1.5119, -2.2952, 2.8630], [1.4373, -1.3065, 1.7261], [1.7473, -1.8668, 0.3628], [2.2056, -0.6904, -0.3373], [2.7399, 0.1378, 0.5913], [3.3815, 1.1167, 0.3349], [2.4608, -0.2851, 1.8346], [0.5794, -2.8542, 2.9440], [2.3223, -3.0074, 2.7175], [1.6976, -1.7871, 3.8051], [0.4680, -0.7991, 1.7339], [0.8852, -2.3056, -0.1327], [2.5640, -2.5903, 0.3777], [7.0869, 0.1901, 5.0310], [6.1196, -0.9652, 4.9232], [5.3855, -1.0675, 3.6094], [4.1921, -1.7681, 3.9934], [3.9558, -1.4609, 5.2963], [2.9486, -1.7177, 5.8729], [5.0165, -0.8183, 5.8384], [8.0448, -0.0699, 4.5819], [6.7036, 1.0772, 4.5243], [7.2493, 0.4578, 6.0740], [6.6267, -1.9027, 5.1676], [5.9342, -1.6205, 2.8502], [5.0935, -0.0938, 3.2085]],
  "atomic_forces_ev_per_a": [[-0.7535, -0.0046, -0.4839], [1.0527, -0.4887, 0.8934], [0.2162, 0.4615, -2.4344], [-0.4555, -0.8764, -0.3174], [-0.8722, -0.0178, -0.1616], [0.2412, -0.0103, 0.4692], [0.1679, 0.1144, -0.4716], [-1.7382, -0.7783, 0.7100], [2.0632, 1.0231, -1.0398], [-0.4172, 0.4776, 1.7764], [0.0520, -0.2923, -0.0251], [-0.1357, -0.0080, 0.1349], [0.2962, 0.0943, 0.2620], [0.0097, 0.3020, 0.1420], [0.0231, 0.1679, 0.1701], [0.0604, 0.2576, -0.0253], [0.1175, 0.0145, -0.0281], [-0.0246, -0.1634, -0.0253], [0.3136, -0.1363, 0.1783], [0.0038, -0.1970, -0.1962], [-0.5753, -0.1534, -0.0200], [0.0173, 0.2083, 0.0113], [-0.2197, 0.0635, -0.0437], [-0.0176, -0.4515, 0.1630], [0.0818, 0.1700, -0.0311], [0.2607, 0.3582, -0.1038], [0.0354, 0.0095, 0.0340], [0.0519, -0.0196, -0.0017], [0.0142, 0.0810, 0.1316], [0.1022, 0.0134, -0.0329], [0.2163, 0.0265, 0.0375], [-0.0901, -0.0767, 0.0640], [0.0686, -0.0761, -0.0229], [-0.0514, -0.5362, 0.4800], [-0.1960, -0.0532, -0.1445], [0.0322, 0.0837, -0.0177], [0.1864, -0.0616, 0.5388], [-0.2190, -0.1593, -0.0895], [-0.0481, 0.1560, -0.3703], [-0.0458, 0.0740, -0.0630], [0.0396, 0.0440, -0.0009], [-0.1639, 0.0054, 0.0388], [0.0628, 0.0966, -0.0818], [0.0171, 0.1806, -0.1609], [-0.0021, 0.0089, 0.1149], [-0.1505, 0.2264, 0.0447], [0.4178, 0.4115, 0.0170], [0.0219, -0.1755, -0.1903], [0.2727, 0.1043, 0.1180], [0.0045, 0.0936, 0.2168], [-0.0450, -0.0040, -0.0831], [-0.1629, -0.2436, -0.2084], [-0.0090, -0.0431, 0.0157], [-0.0506, -0.0198, 0.0155], [0.0775, -0.1328, 0.0177], [-0.0900, -0.0458, -0.0238], [-0.1510, -0.1570, 0.0226], [0.0867, 0.0540, 0.0807]]
}

=====

Record 3
{
  "formula": "C17H30O16",
  "method": "ωB97M-V/def2-TZVPD",
  "lumo_energy_ha": -0.0315,
  "homo_lumo_gap_ev": 8.015,
  "total_energy_ev": -50870.483,
  "charge": 0,
  "smiles": "C=COC(=O)OCC=O.COC(=O)OC.COC(=O)OC.COC(=O)OC.COC(=O)OC",
  "homo_ev": -8.871,
  "species": ["C", "C", "O", "C", "O", "O", "C", "C", "O", "H", "H", "H", "H", "H", "H", "C", "O", "C", "O", "O", "C", "H", "H", "H", "H", "H", "H", "C", "O", "C", "O", "O", "C", "H", "H", "H", "H", "H", "H", "C", "O", "C", "O", "O", "C", "H", "H", "H", "H", "H", "H", "C", "O", "C", "O", "O", "C", "H", "H", "H", "H", "H", "H"],
  "xyz": [[1.4957, 2.3050, -2.0438], [1.0888, 2.1254, -0.7381], [-0.1251, 1.4882, -0.4244], [0.1474, 0.1451, -0.3537], [-0.4444, -0.5548, -1.0432], [1.0568, -0.2729, 0.5381], [2.2869, -0.6885, -0.0547], [3.4519, 0.1009, 0.5670], [3.2933, 0.9411, 1.3664], [0.9916, 2.9942, -2.7246], [2.3329, 1.6896, -2.3938], [1.7523, 2.4783, 0.0591], [2.2821, -0.3843, -1.1167], [2.4564, -1.7717, -0.0215], [4.4784, -0.1185, 0.1963], [-0.2271, -2.7315, -3.8680], [0.9878, -3.4633, -4.0637], [1.9832, -2.7476, -4.5840], [1.9391, -1.5815, -4.8834], [3.0459, -3.5491, -4.7144], [4.1976, -2.9112, -5.2648], [-0.9557, -3.4161, -3.4410], [-0.0739, -1.9091, -3.1711], [-0.6118, -2.3635, -4.8181], [4.5312, -2.0967, -4.6223], [3.9915, -2.5442, -6.2694], [4.9848, -3.6592, -5.3196], [3.7724, 3.1261, 8.0353], [3.7186, 3.5574, 6.6762], [3.9092, 2.5807, 5.7826], [4.1126, 1.4215, 6.0378], [3.8342, 3.1140, 4.5638], [4.0193, 2.1753, 3.4957], [3.6047, 4.0017, 8.6579], [2.9903, 2.3955, 8.2388], [4.7522, 2.7112, 8.2693], [3.2496, 1.4134, 3.5232], [5.0104, 1.7243, 3.5523], [3.9381, 2.7230, 2.5668], [-6.2030, -4.4247, -5.5712], [-5.1433, -3.5376, -5.2139], [-5.1493, -3.1651, -3.9306], [-5.9470, -3.5102, -3.0987], [-4.1150, -2.3441, -3.7340], [-3.9929, -1.8614, -2.3941], [-6.0901, -4.6517, -6.6285], [-6.1364, -5.3522, -5.0037], [-7.1711, -3.9505, -5.4151], [-3.8369, -2.6870, -1.7006], [-4.8714, -1.2846, -2.1080], [-3.1221, -1.2105, -2.3584], [-5.1457, 2.5007, 4.1826], [-3.9647, 1.7441, 3.9183], [-2.9561, 2.4605, 3.4139], [-2.9758, 3.6407, 3.1798], [-1.9237, 1.6381, 3.2156], [-0.7642, 2.2725, 2.6742], [-5.8852, 1.8130, 4.5855], [-4.9484, 3.2767, 4.9213], [-5.5361, 2.9382, 3.2645], [-0.3914, 3.0385, 3.3539], [-0.9819, 2.6996, 1.6974], [0.0024, 1.5090, 2.5577]],
  "atomic_forces_ev_per_a": [[-0.6433, 0.1037, 0.5082], [1.0090, -0.1874, -0.8244], [0.3243, 1.9889, 0.8613], [0.6889, 2.1220, 1.1379], [-2.2752, -3.1716, -2.4958], [0.7849, 0.4407, 0.5176], [0.5090, 0.6016, -0.5051], [0.0846, -1.9987, -1.6489], [-0.4387, 1.5358, 1.2487], [-1.0141, -1.6603, -0.5718], [1.1765, 1.8691, 0.3964], [0.0040, -1.6522, 0.3523], [0.1113, -0.3481, 0.1696], [-0.2119, 0.1887, 0.2361], [-0.2772, -0.3177, -0.1714], [-0.3551, 0.1517, 0.0803], [0.1132, -0.0096, -0.0291], [-0.0951, -0.1279, 0.0397], [0.0718, -0.0609, 0.0670], [-0.0424, 0.0174, 0.0319], [0.2621, 0.0273, -0.1163], [0.1886, -0.1615, -0.0268], [0.0310, 0.0469, -0.1185], [0.0982, 0.0841, 0.0302], [-0.0955, 0.0683, -0.0875], [-0.0430, 0.1153, 0.0849], [-0.1596, -0.1218, 0.0859], [-0.0099, 0.0044, 0.2978], [0.0037, -0.0224, -0.0617], [-0.0193, 0.1131, -0.0791], [-0.0060, 0.0841, 0.0140], [0.0805, 0.0073, 0.1418], [0.1239, 0.1685, 0.1993], [-0.0136, 0.0934, -0.1986], [0.1084, -0.0841, -0.0503], [-0.0708, -0.1162, -0.0541], [0.0412, -0.0053, 0.1828], [-0.0797, -0.0831, 0.0788], [-0.0588, 0.2717, 0.1922], [-0.1852, -0.1851, -0.1642], [0.0520, 0.0455, 0.0474], [0.0671, 0.0404, -0.0543], [0.0511, 0.0175, -0.0670], [-0.0096, -0.0455, -0.0658], [0.1610, 0.1851, 0.3099], [0.1732, 0.1361, 0.0268], [-0.0747, 0.0870, 0.0915], [0.0302, -0.0538, 0.1328], [-0.1558, -0.0061, -0.0166], [-0.0561, -0.1484, 0.0053], [0.0154, -0.0622, -0.2281], [-0.2829, 0.0736, 0.0853], [0.0697, -0.0151, -0.0228], [0.0295, -0.0963, 0.0046], [-0.0120, -0.0808, 0.0213], [-0.0819, -0.0263, 0.0319], [0.3456, 0.1149, -0.0602], [0.1678, -0.1414, -0.0311], [0.0397, 0.0658, -0.1250], [0.0987, 0.0995, 0.0420], [-0.1148, 0.0650, -0.0525], [-0.0586, 0.0978, 0.0941], [-0.1750, -0.1426, 0.0793]]
}

=====

- Number 2 is which compound?
  C17H30NO10